<1>
{"formula": "C3H10N2S", "method": "the ωB97M-V functional and the def2-TZVPD basis", "species": ["H", "N", "C", "N", "H", "H", "H", "C", "S", "C", "H", "H", "H", "H", "H", "H"], "positions_angstrom": [[-1.304, 3.324, -3.765], [-0.345, 3.667, -3.765], [0.257, 2.865, -2.954], [1.148, 3.202, -1.982], [-0.118, 1.833, -2.931], [1.392, 2.554, -1.257], [1.678, 4.053, -2.026], [-0.809, -2.185, 0.762], [0.561, -1.635, 1.798], [0.208, -2.544, 3.414], [-1.169, -3.214, 0.887], [-1.681, -1.592, 1.054], [-0.366, -2.125, -0.220], [0.108, -1.793, 4.188], [1.061, -3.198, 3.600], [-0.621, -3.212, 3.197]], "lumo_energy_ev": 0.5, "e_homo_ev": -8.62, "smiles": "[H]/N=C/N.CSC", "gap_ev": 9.173}

---

<2>
{"formula": "C3H10N2S", "method": "the ωB97M-V functional and the def2-TZVPD basis", "species": ["N", "C", "C", "N", "C", "S", "H", "H", "H", "H", "H", "H", "H", "H", "H", "H"], "positions_angstrom": [[1.196, -2.049, 0.135], [1.182, -0.634, -0.036], [-0.281, -0.072, -0.137], [-0.836, -0.156, -1.491], [-0.304, 1.346, 0.406], [-2.049, 1.890, 0.620], [2.040, -2.571, 0.062], [0.569, -2.512, 0.764], [1.768, -0.074, 0.711], [1.665, -0.354, -0.987], [-0.871, -0.783, 0.442], [-0.634, 0.699, -1.977], [-1.763, -0.535, -1.523], [0.109, 1.306, 1.414], [0.140, 2.085, -0.251], [-1.931, 2.415, 1.848]], "lumo_energy_ev": 0.9, "e_homo_ev": -8.75, "smiles": "NC[C@H](N)CS", "gap_ev": 9.677}

---

Going by the energies, <2> is most stable and the next is 79.0 kJ/mol up.

---

<1>
{"formula": "C3H10N2S", "method": "the ωB97M-V functional and the def2-TZVPD basis", "species": ["H", "N", "C", "N", "H", "H", "H", "C", "S", "C", "H", "H", "H", "H", "H", "H"], "positions_angstrom": [[-0.573, -3.142, 0.238], [-1.209, -2.322, -0.019], [-1.504, -1.633, 1.119], [-2.475, -0.701, 1.080], [-1.125, -1.583, 2.207], [-2.874, -0.472, 1.962], [-2.992, -0.426, 0.149], [2.562, 0.335, -0.755], [1.138, 0.780, -1.801], [0.261, 1.873, -0.658], [3.302, 1.231, -1.123], [2.971, -0.642, -1.216], [2.232, 0.202, 0.252], [-0.664, 1.327, -0.147], [0.901, 2.456, 0.131], [0.050, 2.719, -1.419]], "lumo_energy_ev": 0.9, "e_homo_ev": -8.05, "smiles": "[H]/N=C/N.CSC", "gap_ev": 8.919}

---

<2>
{"formula": "C3H10N2S", "method": "the ωB97M-V functional and the def2-TZVPD basis", "species": ["H", "N", "C", "N", "C", "H", "H", "H", "H", "H", "C", "S", "H", "H", "H", "H"], "positions_angstrom": [[-1.156, -0.214, 0.596], [-1.215, 0.659, 0.079], [-0.024, 1.098, -0.075], [0.300, 1.952, -1.077], [1.676, 2.297, -1.356], [0.809, 0.852, 0.590], [-0.377, 1.971, -1.823], [1.784, 3.357, -1.592], [2.294, 2.100, -0.484], [2.088, 1.735, -2.200], [-0.983, -2.710, 1.698], [-0.920, -3.141, -0.048], [-1.915, -2.222, 1.973], [-0.938, -3.653, 2.244], [-0.144, -2.117, 2.053], [-1.279, -1.963, -0.578]], "lumo_energy_ev": 0.9, "e_homo_ev": -8.82, "smiles": "[H]/N=C/NC.CS", "gap_ev": 9.744}

---

Going by the energies, <2> is most stable and the next is 149.4 kJ/mol up.

---

<1>
{"formula": "C3H10N2S", "method": "the ωB97M-V functional and the def2-TZVPD basis", "species": ["N", "C", "C", "N", "C", "S", "H", "H", "H", "H", "H", "H", "H", "H", "H", "H"], "positions_angstrom": [[1.885, 1.583, -0.398], [1.358, 0.311, 0.086], [-0.175, 0.232, 0.141], [-0.746, 0.548, -1.154], [-0.599, -1.119, 0.724], [-2.391, -1.217, 1.024], [1.415, 1.815, -1.270], [1.611, 2.327, 0.237], [1.739, -0.480, -0.561], [1.750, 0.144, 1.086], [-0.480, 1.018, 0.849], [-1.758, 0.619, -1.078], [-0.559, -0.170, -1.846], [-0.321, -1.925, 0.055], [-0.097, -1.298, 1.677], [-2.632, -2.389, 0.428]], "lumo_energy_ev": 0.8, "e_homo_ev": -9.10, "smiles": "NC[C@@H](N)CS", "gap_ev": 9.926}

---

<2>
{"formula": "C3H10N2S", "method": "the ωB97M-V functional and the def2-TZVPD basis", "species": ["C", "C", "S", "H", "H", "H", "H", "H", "N", "C", "N", "H", "H", "H", "H", "H"], "positions_angstrom": [[-2.981, 1.110, -0.374], [-1.810, 0.817, 0.512], [-0.776, 2.073, 0.940], [-2.585, 1.591, -1.341], [-3.622, 1.838, 0.083], [-3.544, 0.285, -0.621], [-1.492, -0.305, 0.286], [-2.276, 0.353, 1.517], [2.389, -1.910, 0.634], [2.785, -1.099, -0.450], [2.075, 0.026, -0.712], [1.625, -1.827, 1.316], [3.067, -2.718, 0.841], [3.737, -1.250, -0.946], [2.336, 0.846, -1.242], [1.073, 0.169, -0.443]], "lumo_energy_ev": -1.4, "e_homo_ev": -5.38, "gap_ev": 3.934}

---

Going by the energies, <1> is most stable and the next is 365.8 kJ/mol up.

---

<1>
{"formula": "C3H8N2S", "method": "the ωB97M-V functional and the def2-TZVPD basis", "species": ["C", "C", "C", "N", "N", "S", "H", "H", "H", "H", "H", "H", "H", "H"], "positions_angstrom": [[2.934, 1.212, 0.353], [-0.818, 1.280, 0.011], [-1.889, -1.001, -0.271], [3.716, 0.359, 0.230], [-0.779, -0.167, 0.162], [0.640, -0.926, 0.680], [1.027, -1.495, -0.502], [-1.414, 1.880, 0.813], [0.237, 1.638, 0.047], [-1.213, 1.647, -0.955], [-1.541, -2.144, -0.121], [-2.713, -0.880, 0.407], [-2.025, -0.770, -1.371], [3.839, -0.631, 0.516]], "lumo_energy_ev": 0.5, "e_homo_ev": -8.27, "gap_ev": 8.786}

---

<2>
{"formula": "C3H8N2S", "method": "the ωB97M-V functional and the def2-TZVPD basis", "species": ["C", "C", "N", "C", "N", "S", "H", "H", "H", "H", "H", "H", "H", "H"], "positions_angstrom": [[-1.172, 0.189, 1.077], [-0.782, 0.019, -0.409], [-0.527, -1.349, -0.736], [0.424, 1.055, -0.619], [1.671, 0.843, -0.509], [2.193, -0.471, 0.328], [-2.055, -0.426, 1.319], [-1.493, 1.190, 1.324], [-0.384, -0.181, 1.739], [-1.683, 0.349, -0.950], [0.334, -1.658, -0.291], [-0.264, -1.499, -1.707], [0.207, 2.112, -0.915], [3.531, -0.173, 0.349]], "lumo_energy_ev": 0.8, "e_homo_ev": -8.70, "smiles": "C[C@H](N)/C=N\\S", "gap_ev": 9.474}

---

Going by the energies, <2> is most stable and the next is 173.3 kJ/mol up.

---

<1>
{"formula": "C3H8N2S", "method": "the ωB97M-V functional and the def2-TZVPD basis", "species": ["C", "C", "C", "N", "N", "S", "H", "H", "H", "H", "H", "H", "H", "H"], "positions_angstrom": [[0.291, 0.483, 1.592], [0.420, 1.499, 0.473], [-0.518, -1.840, -1.296], [-0.977, -0.027, 1.571], [0.359, 0.671, -0.753], [-1.102, -0.164, -0.822], [1.001, -0.387, 1.351], [0.420, 1.021, 2.555], [-0.474, 2.117, 0.589], [1.391, 1.987, 0.451], [-0.451, -2.042, -2.423], [-1.263, -2.582, -0.987], [0.532, -2.068, -0.836], [0.370, 1.332, -1.466]], "lumo_energy_ev": [0.2, 0.3], "e_homo_ev": [-7.80, -7.66], "gap_ev": [7.956, 7.985]}

---

<2>
{"formula": "C3H8N2S", "method": "the ωB97M-V functional and the def2-TZVPD basis", "species": ["C", "S", "C", "C", "N", "N", "H", "H", "H", "H", "H", "H", "H", "H"], "positions_angstrom": [[-1.379, -0.133, -2.597], [-0.488, 0.937, -1.484], [-0.245, -0.264, -0.159], [0.463, 0.316, 1.029], [1.490, -0.265, 1.526], [1.931, 0.360, 2.688], [-2.180, -0.654, -2.086], [-0.703, -0.842, -3.088], [-1.760, 0.456, -3.429], [-1.232, -0.648, 0.135], [0.449, -1.067, -0.426], [0.084, 1.283, 1.318], [1.204, 0.846, 3.196], [2.366, -0.326, 3.378]], "lumo_energy_ev": 1.1, "e_homo_ev": -8.64, "smiles": "CSC/C=N/N", "gap_ev": 9.716}

---

Going by the energies, <2> is most stable and the next is 325.5 kJ/mol up.